[1]
ORCA calculation (ωB97M-V/def2-TZVPD) on a structure of composition C6H10O.

Energy above the lowest of the compared OMol25 structures with the same formula, charge and spin: 41.2 kcal/mol

Geometry as ORCA input:
```
! RIJCOSX wB97M-V def2-TZVPD def2/J DEFGRID3
* xyz 0 1
C -0.5162 0.5566 -0.9101
H -1.2831 0.1247 1.0944
H -2.5744 -0.0325 -1.3176
H 1.2192 -2.1234 1.9512
C -1.9386 0.8573 -1.3711
H 2.0233 -0.5127 -0.6033
H -2.3966 1.6410 -0.7575
H -0.0404 -0.1307 -1.6172
H -1.9360 1.2083 -2.4084
C -0.4007 -0.0788 0.4732
H 1.0485 0.8050 2.0753
H 2.9938 -0.4749 0.9514
C 0.8961 0.1155 1.2525
C 1.0005 -1.3747 1.1963
H 0.0755 1.4803 -0.9191
O -0.1863 -1.5208 0.4261
C 2.0154 -0.5404 0.4838
*
```

Table of Löwdin atomic charges, one value per atom, all in e: number 1, C, carries -0.2033; number 2, H, carries 0.1524; number 3, H, carries 0.0776; number 4, H, carries 0.1451; number 5, C, carries -0.1085; number 6, H, carries 0.1060; number 7, H, carries 0.0724; number 8, H, carries 0.1137; number 9, H, carries 0.0698; number 10, C, carries -0.2823; number 11, H, carries 0.1332; number 12, H, carries 0.1071; number 13, C, carries -0.1509; number 14, C, carries -0.2504; number 15, H, carries 0.1194; number 16, O, carries -0.0494; number 17, C, carries -0.0518

[2]
ORCA calculation (ωB97M-V/def2-TZVPD) on the molecule C6H10O.

Energy above the lowest of the compared OMol25 structures with the same formula, charge and spin: 75.4 kcal/mol

Geometry as ORCA input:
```
! RIJCOSX wB97M-V def2-TZVPD def2/J DEFGRID3
* xyz 0 1
C 0.4817 -0.0639 0.3175
C 0.9065 -2.4372 -0.1202
H 0.6491 -0.0729 -2.4613
H -1.7980 2.4076 1.1624
H -1.0741 0.9357 -0.7194
H 1.6678 -0.8295 1.5290
H -0.9226 -0.8200 -2.1225
H 1.2029 -2.4380 0.9571
C 0.1612 -0.9446 -2.0070
H 0.4575 -1.8339 -2.5686
C -1.1344 1.5623 1.3671
C -0.3802 1.1481 0.0993
H -0.4454 1.8526 2.1631
H -1.7420 0.7291 1.7305
C 0.5867 -1.1470 -0.5647
H 0.2641 1.9733 -0.2342
O 1.1192 -0.0215 1.4720
*
```

Table of Löwdin atomic charges, one value per atom, all in e: number 1, C, carries -0.2647; number 2, C, carries 0.1070; number 3, H, carries 0.0771; number 4, H, carries 0.0779; number 5, H, carries 0.1096; number 6, H, carries 0.1146; number 7, H, carries 0.0729; number 8, H, carries -0.0227; number 9, C, carries -0.0985; number 10, H, carries 0.0702; number 11, C, carries -0.0831; number 12, C, carries -0.1601; number 13, H, carries 0.0749; number 14, H, carries 0.0849; number 15, C, carries -0.3945; number 16, H, carries 0.1366; number 17, O, carries 0.0978

[3]
ORCA calculation (ωB97M-V/def2-TZVPD) on a cluster of 2 separate species, C6H10O in total.

SMILES: C[C@H]1CC#C[C@H]1O.[H][H]
Energy above the lowest of the compared OMol25 structures with the same formula, charge and spin: 119.6 kcal/mol

Geometry as ORCA input:
```
! RIJCOSX wB97M-V def2-TZVPD def2/J DEFGRID3
* xyz 0 1
H 0.8840 -0.2608 1.7255
C 0.7049 0.0508 0.6949
C -0.7790 -0.2981 0.2299
H 3.7209 -0.4686 0.0708
H -1.3575 -1.5976 -1.4814
H 1.0512 1.6747 -0.2890
C -0.6598 -0.7813 -1.2695
C -1.7797 0.8197 0.4671
H -1.5018 1.7248 -0.0835
H -1.8479 1.0836 1.5274
O 1.0546 1.4053 0.6401
H -1.0650 -1.1752 0.8234
H -2.7754 0.5098 0.1280
C 1.2852 -0.8027 -0.3708
H 4.3464 -0.1455 0.3117
C 0.8183 -1.1934 -1.4477
H -0.8870 0.0235 -1.9791
*
```

Table of Löwdin atomic charges, one value per atom, all in e: number 1, H, carries 0.1461; number 2, C, carries -0.3413; number 3, C, carries -0.3082; number 4, H, carries 0.0123; number 5, H, carries 0.1032; number 6, H, carries 0.1090; number 7, C, carries -0.1640; number 8, C, carries -0.0675; number 9, H, carries 0.0778; number 10, H, carries 0.0851; number 11, O, carries -0.0205; number 12, H, carries 0.1400; number 13, H, carries 0.0848; number 14, C, carries -0.0022; number 15, H, carries 0.0492; number 16, C, carries -0.0107; number 17, H, carries 0.1069

[4]
ORCA calculation (ωB97M-V/def2-TZVPD) on the molecule C6H10O in a non-equilibrium geometry.

Energy above the lowest of the compared OMol25 structures with the same formula, charge and spin: 101.2 kcal/mol

Geometry as ORCA input:
```
! RIJCOSX wB97M-V def2-TZVPD def2/J DEFGRID3
* xyz 0 1
H 2.0768 0.8824 -0.9840
H -0.3608 -1.7148 1.4902
C -0.8381 1.2477 -0.2185
H 0.0180 -0.0157 1.9879
H 1.6849 -1.6395 0.1281
H 2.9527 0.2333 0.4842
H -1.2372 1.8363 0.6150
C -0.1071 -0.7073 1.1492
C 2.0037 0.3417 -0.0393
C 0.0002 -0.8440 -0.9530
C -1.0205 -0.2626 -0.0299
H 0.0652 -0.8046 -2.0394
H 0.2517 1.4685 -0.2081
H -2.9055 -0.1007 0.3676
O -2.3422 -0.7214 -0.1136
H -1.2820 1.5677 -1.1647
C 1.0157 -0.7604 0.0784
*
```

Table of Löwdin atomic charges, one value per atom, all in e: number 1, H, carries 0.0605; number 2, H, carries 0.1188; number 3, C, carries -0.0222; number 4, H, carries 0.1150; number 5, H, carries 0.1471; number 6, H, carries 0.0514; number 7, H, carries 0.0902; number 8, C, carries -0.0406; number 9, C, carries 0.0526; number 10, C, carries 0.0322; number 11, C, carries -0.5723; number 12, H, carries 0.1166; number 13, H, carries 0.0607; number 14, H, carries 0.0985; number 15, O, carries 0.0144; number 16, H, carries 0.0942; number 17, C, carries -0.4169

[5]
ORCA calculation (ωB97M-V/def2-TZVPD) on a cluster of 2 separate species, C6H10O in total.

SMILES: C1=CCC1.CC=O
Energy above the lowest of the compared OMol25 structures with the same formula, charge and spin: 45.3 kcal/mol

Geometry as ORCA input:
```
! RIJCOSX wB97M-V def2-TZVPD def2/J DEFGRID3
* xyz 0 1
C 1.5072 -0.2241 0.6778
H 1.5501 1.7304 -0.2269
H -2.9383 -0.2182 0.7218
C -1.3767 0.5171 -0.7215
O 0.9724 0.0672 1.7225
C -0.6456 -0.8008 -0.8605
C 2.1146 0.7947 -0.2484
H -0.7595 1.4232 -0.6458
H -0.8252 -2.1501 0.9127
H 2.2229 0.4340 -1.2757
H 0.0042 -1.1996 -1.6359
H 1.6611 -1.2822 0.3805
C -1.0536 -1.2644 0.3245
H -2.1589 0.6877 -1.4659
C -1.8620 -0.0365 0.6557
H 3.1152 0.9876 0.1544
H -1.5279 0.5337 1.5307
*
```

Table of Löwdin atomic charges, one value per atom, all in e: number 1, C, carries -0.3603; number 2, H, carries 0.0786; number 3, H, carries 0.1029; number 4, C, carries -0.1625; number 5, O, carries 0.0211; number 6, C, carries -0.1364; number 7, C, carries -0.0518; number 8, H, carries 0.0939; number 9, H, carries 0.1100; number 10, H, carries 0.0773; number 11, H, carries 0.1016; number 12, H, carries 0.1182; number 13, C, carries -0.1160; number 14, H, carries 0.0988; number 15, C, carries -0.1635; number 16, H, carries 0.0869; number 17, H, carries 0.1012

[6]
ORCA calculation (ωB97M-V/def2-TZVPD) on the molecule C6H10O.

SMILES: C#C[C@](C)(O)CC
Energy above the lowest of the compared OMol25 structures with the same formula, charge and spin: 33.2 kcal/mol

Geometry as ORCA input:
```
! RIJCOSX wB97M-V def2-TZVPD def2/J DEFGRID3
* xyz 0 1
C -1.5258 -0.1917 2.1229
H -2.1679 -0.4787 2.9265
C -0.7958 -1.2870 -1.4578
H -0.2719 2.3162 -0.4027
H 2.1115 1.3568 -0.0489
H -0.5284 -2.1230 -2.1125
H -1.2506 -0.5043 -2.0705
C 0.1474 0.4815 0.1290
C -0.8033 0.1246 1.2119
H -1.5487 -1.6394 -0.7454
H 1.1965 -0.4541 -1.4652
H 1.9232 0.3002 1.3726
O -0.4225 1.4327 -0.7586
C 1.4273 1.0442 0.7476
H 0.8741 -1.5309 -0.0982
H 1.1983 1.9065 1.3835
C 0.4366 -0.7536 -0.7341
*
```

Table of Löwdin atomic charges, one value per atom, all in e: number 1, C, carries 0.1374; number 2, H, carries 0.0280; number 3, C, carries -0.0918; number 4, H, carries 0.0998; number 5, H, carries 0.0923; number 6, H, carries 0.0729; number 7, H, carries 0.0747; number 8, C, carries -0.6093; number 9, C, carries -0.0672; number 10, H, carries 0.0722; number 11, H, carries 0.1196; number 12, H, carries 0.0921; number 13, O, carries -0.0114; number 14, C, carries -0.0273; number 15, H, carries 0.1220; number 16, H, carries 0.0902; number 17, C, carries -0.1943

[7]
ORCA calculation (ωB97M-V/def2-TZVPD) on a cluster of 2 separate species, C6H10O in total.

Energy above the lowest of the compared OMol25 structures with the same formula, charge and spin: 94.4 kcal/mol

Geometry as ORCA input:
```
! RIJCOSX wB97M-V def2-TZVPD def2/J DEFGRID3
* xyz 0 1
H 1.3085 0.7457 1.7643
O -1.1805 -1.4528 -1.1299
H -0.2555 1.3782 -2.1473
H -1.8709 0.3791 -0.7255
C -0.9101 -0.1452 -0.6653
H -1.5445 -1.7545 1.5022
H 0.8495 0.0298 -1.9541
C -0.3961 -0.1248 0.7552
H -2.0135 -0.1777 2.1325
H 3.0117 1.2846 -1.0093
C 0.7430 0.6139 0.8432
H -0.5351 -0.9446 2.7430
C 0.9675 1.3877 -0.3468
H -0.3437 -1.9373 -1.1356
C -1.1501 -0.7950 1.8514
H 3.5809 0.8399 -1.2182
C 0.1581 0.6874 -1.4056
*
```

Table of Löwdin atomic charges, one value per atom, all in e: number 1, H, carries 0.1011; number 2, O, carries -0.0148; number 3, H, carries 0.1070; number 4, H, carries 0.1618; number 5, C, carries -0.3569; number 6, H, carries 0.0861; number 7, H, carries 0.1229; number 8, C, carries -0.2069; number 9, H, carries 0.0975; number 10, H, carries -0.0083; number 11, C, carries -0.1051; number 12, H, carries 0.0843; number 13, C, carries -0.0074; number 14, H, carries 0.1034; number 15, C, carries -0.0263; number 16, H, carries 0.0470; number 17, C, carries -0.1854

[8]
ORCA calculation (ωB97M-V/def2-TZVPD) on a structure of composition C6H10O.

Energy above the lowest of the compared OMol25 structures with the same formula, charge and spin: 79.4 kcal/mol

Geometry as ORCA input:
```
! RIJCOSX wB97M-V def2-TZVPD def2/J DEFGRID3
* xyz 0 1
C -1.0631 -0.7265 0.1500
C -1.6831 0.6226 -0.0693
H 2.3090 1.4625 0.1035
H 2.8259 0.9929 -2.3185
C 0.3997 -0.8484 0.4913
O 0.8296 0.3662 1.2002
H 0.6085 -1.7383 1.0921
H -2.9441 -0.5743 1.3517
C 1.4405 -0.5419 -0.5489
H 1.8688 -1.0755 -1.3797
H -2.4774 0.7011 -0.8066
H -1.4534 -1.5496 -0.4451
C -1.9629 -0.1369 1.1979
C 1.7073 0.5598 0.1549
H 2.1132 0.7638 -2.2747
H -1.0427 1.4969 0.0021
H -1.4758 0.2257 2.0991
*
```

Table of Löwdin atomic charges, one value per atom, all in e: number 1, C, carries -0.2435; number 2, C, carries -0.1060; number 3, H, carries 0.1130; number 4, H, carries 0.0694; number 5, C, carries -0.2676; number 6, O, carries -0.0535; number 7, H, carries 0.1541; number 8, H, carries 0.0980; number 9, C, carries -0.0584; number 10, H, carries 0.0785; number 11, H, carries 0.0999; number 12, H, carries 0.1409; number 13, C, carries -0.1095; number 14, C, carries -0.1583; number 15, H, carries 0.0364; number 16, H, carries 0.1023; number 17, H, carries 0.1042

[9]
ORCA calculation (ωB97M-V/def2-TZVPD) on the molecule C6H10O in a non-equilibrium geometry.

SMILES: CC(C)=C/C=C/O
Energy above the lowest of the compared OMol25 structures with the same formula, charge and spin: 54.4 kcal/mol

Geometry as ORCA input:
```
! RIJCOSX wB97M-V def2-TZVPD def2/J DEFGRID3
* xyz 0 1
H -2.6850 0.1017 -0.2666
C 1.3479 1.2514 0.3632
C -0.5508 0.1244 0.0731
O 2.4091 -0.8559 -0.1719
H -0.4504 -2.0066 0.4730
H -1.7686 0.9486 -1.5252
H 0.3551 -1.0088 1.6876
H -1.4168 -1.0880 1.6245
H 2.1673 1.7946 0.8189
H 2.5334 -1.4463 -0.9237
C -0.5016 -1.0598 1.0190
H -0.5755 2.3096 0.6304
C 1.4628 0.0950 -0.4686
C -0.0066 1.3973 0.4721
H -1.7642 -0.8190 -1.4432
C -1.7525 0.0961 -0.8452
H 1.1963 0.1658 -1.5174
*
```

Table of Löwdin atomic charges, one value per atom, all in e: number 1, H, carries 0.0814; number 2, C, carries -0.0788; number 3, C, carries -0.3777; number 4, O, carries 0.0144; number 5, H, carries 0.0800; number 6, H, carries 0.0743; number 7, H, carries 0.0816; number 8, H, carries 0.0791; number 9, H, carries 0.1016; number 10, H, carries 0.1016; number 11, C, carries -0.0772; number 12, H, carries 0.1048; number 13, C, carries -0.2430; number 14, C, carries -0.0867; number 15, H, carries 0.0779; number 16, C, carries -0.0652; number 17, H, carries 0.1319

[10]
ORCA calculation (ωB97M-V/def2-TZVPD) on the molecule C6H10O2 in a non-equilibrium geometry.

SMILES: C=C(C)CCC(=O)O
Energy above the lowest of the compared OMol25 structures with the same formula, charge and spin: 39.4 kcal/mol

Geometry as ORCA input:
```
! RIJCOSX wB97M-V def2-TZVPD def2/J DEFGRID3
* xyz 0 1
H -0.8882 -1.1147 -1.6962
C 1.2468 0.4811 -0.1427
H 0.6964 0.6591 -2.0664
C -1.2320 -0.6314 0.3575
H -0.1604 1.7968 -1.0208
C -0.7005 -1.7204 0.9518
H -0.0631 -2.4116 0.5446
H -0.8539 -1.9847 1.9112
H -2.8562 -0.2499 1.5950
O 2.3133 -0.1951 -0.6547
H -1.7655 1.0899 1.4842
H -1.7747 0.3921 -1.4661
O 1.3644 1.1311 0.8447
H -2.8238 0.8665 0.2838
C -0.9259 -0.1886 -1.0670
C -2.2430 0.3263 0.9080
H 3.0773 -0.4276 -0.2111
C 0.1864 0.7156 -1.1541
*
```

Table of Löwdin atomic charges, one value per atom, all in e: number 1, H, carries 0.1405; number 2, C, carries -0.5300; number 3, H, carries 0.1087; number 4, C, carries -0.3106; number 5, H, carries 0.1668; number 6, C, carries 0.0802; number 7, H, carries 0.0408; number 8, H, carries 0.0267; number 9, H, carries 0.0886; number 10, O, carries 0.1212; number 11, H, carries 0.0855; number 12, H, carries 0.1156; number 13, O, carries 0.1266; number 14, H, carries 0.0377; number 15, C, carries -0.1945; number 16, C, carries -0.0449; number 17, H, carries 0.0779; number 18, C, carries -0.1371